Entry P
{
  "formula": "C4H10O3S",
  "method": "ωB97M-V/def2-TZVPD",
  "multiplicity": 1,
  "e_lumo_ev": 0.7315,
  "e_homo_ev": -9.105,
  "smiles": "CSCCOC=O.O",
  "charge": 0,
  "gap_ev": 9.836,
  "species": ["C", "S", "C", "C", "O", "C", "O", "H", "H", "H", "H", "H", "H", "H", "H", "O", "H", "H"],
  "positions_angstrom": [[-2.18383, 2.24420, -0.00627], [-1.66645, 1.75658, -1.67922], [-0.53400, 0.49292, -1.26767], [0.94177, 0.87826, -1.13965], [1.69264, -0.19661, -0.58492], [2.05269, -1.18259, -1.38378], [2.77453, -2.14999, -1.12680], [-2.82031, 1.53297, 0.54658], [-2.74758, 3.18097, -0.15206], [-1.28992, 2.46257, 0.60188], [-0.71649, -0.20171, -2.11007], [-0.80854, -0.03241, -0.33274], [1.41529, 1.20883, -2.08408], [0.99787, 1.71969, -0.42251], [1.60243, -1.00918, -2.38120], [0.03852, -3.48074, 4.51423], [0.53905, -3.94636, 3.80647], [0.71237, -3.27741, 5.20186]],
  "nbo_charge": [-0.748, 0.233, -0.610, -0.087, -0.496, 0.654, -0.562, 0.220, 0.233, 0.214, 0.231, 0.236, 0.193, 0.208, 0.081, -0.942, 0.472, 0.470]
}

***

Entry Q
{
  "formula": "C4H10O3S",
  "method": "ωB97M-V/def2-TZVPD",
  "multiplicity": 1,
  "e_lumo_ev": 0.3569,
  "e_homo_ev": -9.267,
  "smiles": "O=C(O)CCCS.O",
  "charge": 0,
  "gap_ev": 9.624,
  "species": ["O", "C", "O", "C", "C", "C", "S", "H", "H", "H", "H", "H", "H", "H", "H", "O", "H", "H"],
  "positions_angstrom": [[-0.31692, -0.05766, 2.88787], [-0.00383, -0.03200, 1.73798], [0.94340, 0.82901, 1.16488], [-0.58442, -0.92184, 0.68530], [-1.49437, -0.35350, -0.35395], [-0.65780, 0.41230, -1.31514], [-1.65565, 1.10197, -2.75144], [1.26269, 1.40865, 1.89194], [0.23555, -1.48384, 0.24368], [-1.20425, -1.66070, 1.39568], [-2.33895, 0.17599, 0.08377], [-1.98909, -1.15533, -0.83606], [-0.06690, 1.26367, -0.88615], [0.13456, -0.15210, -1.76262], [-1.52143, 2.42921, -2.30097], [3.20013, -0.91580, -0.02104], [3.74417, -0.18818, -0.23173], [2.31312, -0.69987, 0.36802]],
  "nbo_charge": [-0.553, 0.796, -0.731, -0.514, -0.426, -0.493, -0.087, 0.501, 0.228, 0.242, 0.224, 0.223, 0.239, 0.219, 0.137, -0.967, 0.477, 0.487]
}

***

Entry R
{
  "formula": "C4H10O3S",
  "method": "ωB97M-V/def2-TZVPD",
  "multiplicity": 1,
  "e_lumo_ev": 0.2540,
  "e_homo_ev": -9.209,
  "smiles": "O=C(O)CCCS.O",
  "charge": 0,
  "gap_ev": 9.463,
  "species": ["O", "C", "O", "C", "C", "C", "S", "H", "H", "H", "H", "H", "H", "H", "H", "O", "H", "H"],
  "positions_angstrom": [[-2.84920, -1.09833, 0.20618], [-1.76201, -0.61469, 0.16132], [-0.62307, -1.35201, 0.00729], [-1.37594, 0.86077, 0.33752], [-0.03733, 1.06543, 1.04586], [1.14140, 1.04631, 0.11167], [2.64431, 1.84084, 0.88687], [-0.45485, -2.24394, 0.32006], [-1.46343, 1.49806, -0.54128], [-2.17014, 1.23340, 0.99367], [0.19493, 0.42154, 1.89972], [-0.10508, 1.96915, 1.65781], [1.58606, 0.05980, 0.00603], [1.00439, 1.35538, -0.92118], [3.41574, 0.74618, 0.92010], [0.33860, -2.03904, -2.61762], [-0.39991, -1.96792, -2.00462], [0.91555, -2.78093, -2.46940]],
  "nbo_charge": [-0.550, 0.810, -0.765, -0.521, -0.432, -0.488, -0.076, 0.516, 0.247, 0.242, 0.224, 0.223, 0.229, 0.223, 0.120, -0.962, 0.486, 0.473]
}

***

Entry S
{
  "formula": "C4H10O3S",
  "method": "ωB97M-V/def2-TZVPD",
  "multiplicity": 1,
  "e_lumo_ev": 0.5183,
  "e_homo_ev": -9.158,
  "smiles": "O=C(O)CCCS.O",
  "charge": 0,
  "gap_ev": 9.676,
  "species": ["O", "C", "O", "C", "C", "C", "S", "H", "H", "H", "H", "H", "H", "H", "H", "O", "H", "H"],
  "positions_angstrom": [[0.93948, -1.33047, 1.43636], [-0.18221, -1.54871, 1.06384], [-0.86015, -2.64431, 1.44115], [-1.02366, -0.70317, 0.13545], [-0.27960, 0.50576, -0.44589], [-1.02161, 1.81195, -0.22786], [-0.03886, 3.28101, -0.67727], [-0.27487, -3.19526, 1.98271], [-1.34015, -1.37177, -0.66059], [-1.95532, -0.50496, 0.65394], [-0.10626, 0.34606, -1.50375], [0.72702, 0.59762, -0.05976], [-1.92426, 1.91773, -0.83148], [-1.33130, 1.89482, 0.81388], [0.81203, 3.23529, 0.35080], [1.87940, -2.36769, -1.70410], [1.33757, -2.25159, -0.90794], [2.75172, -2.56818, -1.34470]],
  "nbo_charge": [-0.602, 0.794, -0.683, -0.531, -0.432, -0.499, -0.039, 0.497, 0.246, 0.244, 0.222, 0.237, 0.219, 0.210, 0.118, -0.935, 0.464, 0.471]
}

***

Stability order, top to bottom: entry S, entry Q, entry R, entry P

***

Entry P
{
  "formula": "C4H6N2S",
  "method": "ωB97M-V/def2-TZVPD",
  "multiplicity": 1,
  "e_lumo_ev": 0.0351,
  "e_homo_ev": -8.392,
  "charge": 0,
  "gap_ev": 8.427,
  "species": ["C", "C", "C", "C", "N", "N", "S", "H", "H", "H", "H", "H", "H"],
  "positions_angstrom": [[-1.87719, -0.16048, -0.45839], [-1.19250, 0.43798, -1.43348], [-0.00758, -0.09861, 0.75445], [0.97242, -0.20939, 1.83499], [-1.20985, -0.43763, 0.72791], [1.41965, -0.19658, -1.74721], [0.50812, 0.81423, -0.98198], [-2.91004, -0.46470, -0.49790], [-1.57698, 0.73251, -2.38826], [1.98252, -0.23758, 1.42977], [0.78440, -1.11128, 2.41389], [0.88749, 0.65436, 2.49534], [2.21952, 0.27717, -2.14912]],
  "nbo_charge": [-0.013, -0.438, 0.249, -0.696, -0.460, -1.125, 0.940, 0.213, 0.238, 0.241, 0.247, 0.245, 0.359]
}

***

Entry Q
{
  "formula": "C4H6N2S",
  "method": "ωB97M-V/def2-TZVPD",
  "multiplicity": 1,
  "e_lumo_ev": 0.3146,
  "e_homo_ev": -8.136,
  "smiles": "S/N=C1\\C=CNC1",
  "charge": 0,
  "gap_ev": 8.450,
  "species": ["S", "N", "C", "C", "C", "N", "C", "H", "H", "H", "H", "H", "H"],
  "positions_angstrom": [[2.36625, 0.68939, 0.11220], [0.78351, 0.42329, 1.00973], [-0.09523, -0.02062, 0.15397], [-0.40282, -0.50382, -1.12929], [-1.67543, -0.76381, -1.23509], [-2.42370, -0.32534, -0.13869], [-1.43358, -0.23281, 0.81228], [3.02055, 1.09535, 1.28895], [0.32251, -0.44415, -2.13467], [-2.29547, -1.12846, -1.97246], [-2.91919, -1.35560, 0.19060], [-1.69317, 0.54224, 1.78950], [-1.17157, -1.29889, 1.33439]],
  "nbo_charge": [0.039, -0.489, 0.173, -0.348, 0.048, -0.554, -0.253, 0.137, 0.244, 0.211, 0.366, 0.227, 0.199]
}

***

Stability order, top to bottom: entry P, entry Q

***

Entry P
{
  "formula": "C4H6N2S",
  "method": "ωB97M-V/def2-TZVPD",
  "multiplicity": 1,
  "e_lumo_ev": 0.9084,
  "e_homo_ev": -7.630,
  "smiles": "Cn1cc[nH]c1=S",
  "charge": 0,
  "gap_ev": 8.538,
  "species": ["C", "N", "C", "C", "N", "C", "S", "H", "H", "H", "H", "H", "H"],
  "positions_angstrom": [[0.25821, -1.88720, 0.00399], [0.14397, -0.41442, 0.10292], [1.08448, 0.55147, -0.03585], [0.52555, 1.76642, -0.03953], [-0.88698, 1.56116, 0.10521], [-1.17172, 0.17288, 0.03722], [-2.60574, -0.52022, -0.09809], [0.17243, -2.30744, 0.90035], [-0.42966, -2.32940, -0.73228], [1.24818, -2.01631, -0.36035], [2.17503, 0.43953, -0.07252], [1.08384, 2.70347, 0.20920], [-1.59757, 2.28008, -0.02025]],
  "nbo_charge": [-0.382, -0.381, -0.070, -0.117, -0.567, 0.184, -0.187, 0.202, 0.230, 0.199, 0.228, 0.232, 0.428]
}

***

Entry Q
{
  "formula": "C4H6N2S",
  "method": "ωB97M-V/def2-TZVPD",
  "multiplicity": 1,
  "e_lumo_ev": 0.7777,
  "e_homo_ev": -7.492,
  "smiles": "Cn1cc[nH]c1=S",
  "charge": 0,
  "gap_ev": 8.269,
  "species": ["C", "N", "C", "C", "N", "C", "S", "H", "H", "H", "H", "H", "H"],
  "positions_angstrom": [[1.44673, 1.18446, 0.04819], [0.34858, 0.23231, 0.01502], [0.20020, -0.82463, 0.88240], [-0.99405, -1.36855, 0.62496], [-1.58993, -0.68584, -0.39201], [-0.80442, 0.31352, -0.79085], [-0.89504, 1.40464, -2.00821], [1.25425, 2.07257, -0.43608], [1.87506, 1.39233, 0.96130], [2.13707, 0.74348, -0.63352], [0.89175, -1.12255, 1.55928], [-1.62897, -2.12499, 1.08229], [-2.24124, -1.21674, -0.91277]],
  "nbo_charge": [-0.412, -0.353, -0.069, -0.095, -0.540, 0.220, -0.279, 0.246, 0.208, 0.208, 0.218, 0.222, 0.427]
}

***

Stability order, top to bottom: entry P, entry Q

***

Entry P
{
  "formula": "CHNOS",
  "method": "ωB97M-V/def2-TZVPD",
  "multiplicity": 1,
  "e_lumo_ev": 0.1996,
  "e_homo_ev": -9.853,
  "charge": 0,
  "gap_ev": 10.053,
  "species": ["C", "N", "O", "S", "H"],
  "positions_angstrom": [[-0.23575, 0.28469, 0.69102], [-0.30719, 0.06239, 1.92117], [-2.87800, 0.16962, 0.90945], [-1.70383, 1.06503, 1.23818], [0.40423, 0.03848, -0.24896]],
  "nbo_charge": [-0.143, -0.392, -0.904, 1.193, 0.247]
}

***

Entry Q
{
  "formula": "CHNOS",
  "method": "ωB97M-V/def2-TZVPD",
  "multiplicity": 1,
  "e_lumo_ev": [-1.1468, -1.1417],
  "e_homo_ev": [-8.872, -8.810],
  "smiles": "C#N.O=S",
  "charge": 0,
  "gap_ev": [7.725, 7.668],
  "species": ["C", "N", "H", "O", "S"],
  "positions_angstrom": [[-1.29142, 0.16078, 0.05954], [-0.69033, 0.18848, 1.05750], [-1.80646, -0.16683, -0.89455], [1.74537, 0.04220, -0.81483], [2.04284, -0.22463, 0.59234]],
  "nbo_charge": [0.088, -0.350, 0.255, -0.724, 0.731]
}

***

Stability order, top to bottom: entry P, entry Q